This record from OMol25 describes C9H26Cl2MoNP as an isolated structure. The level of theory is the ωB97M-V functional and the def2-TZVPD basis.

Last column: Mulliken charge in e.
Geometry (Å):
Mo (-0.09, 0.04, 0.37)  -0.1502
Cl (-1.48, 1.91, 0.12)  -0.4679
Cl (1.23, -1.91, 0.34)  -0.4654
P (-0.10, 0.14, -2.73)  0.2273
N (0.00, 0.12, 2.49)  -0.7407
C (-2.16, -0.21, -4.52)  -1.5488
C (0.68, -2.48, -3.31)  -1.4790
C (-1.86, -0.26, -3.02)  0.7261
C (1.07, -1.03, -3.55)  0.6178
C (0.22, 1.86, -3.26)  0.7035
C (-2.32, -1.56, -2.34)  -1.5415
C (0.63, 1.91, -4.74)  -1.5953
C (1.22, 2.57, -2.36)  -1.3261
C (2.49, -0.74, -3.07)  -1.3894
H (-0.53, -0.67, 2.91)  0.3116
H (1.67, 1.56, -4.88)  0.2585
H (-3.19, -0.57, -4.68)  0.4665
H (-2.09, 0.81, -4.92)  0.2837
H (-1.46, -0.91, 0.32)  0.0908
H (1.46, 3.54, -2.80)  0.4478
H (1.26, 0.91, -0.03)  0.1469
H (-2.35, 0.59, -2.52)  0.4297
H (0.69, -2.73, -2.24)  0.1355
H (-1.65, -1.89, -1.53)  0.2764
H (-0.43, 1.00, 2.84)  0.3393
H (1.43, -3.10, -3.81)  0.4947
H (0.94, -0.76, -4.61)  0.5941
H (0.97, 0.07, 2.83)  0.3174
H (0.57, 2.97, -5.06)  0.4704
H (3.15, -1.51, -3.48)  0.4515
H (2.87, 0.22, -3.40)  0.2651
H (-3.29, -1.37, -1.86)  0.3643
H (-0.77, 2.32, -3.14)  0.3899
H (-0.29, -2.74, -3.73)  0.2808
H (2.15, 2.01, -2.22)  0.2424
H (-0.03, 1.33, -5.39)  0.3245
H (2.57, -0.79, -1.97)  0.1698
H (-1.47, -0.86, -5.10)  0.2754
H (-2.43, -2.36, -3.06)  0.4042
H (0.80, 2.74, -1.36)  0.1981

- expectation value of S² = 2.025
- HOMO-LUMO gap (alpha / beta) (eV) = 6.6 / 7.6
- electronic energy (eV) = -47433.829
- energy relative to the best compared isomer or geometry (same formula, charge and spin) (kcal/mol) = 0.0
- 2S+1 = 3
- HOMO (alpha / beta) (eV) = -7.612 / -7.842